A gas-phase ion, C2H3IN4 (charge +2). Source: the OMol25 dataset; level of theory: the ωB97M-V functional and the def2-TZVPD basis.

Positions of all 10 atoms, in Å:
1 N 1.5991 -0.2457 1.0518
2 C 0.8986 -0.0342 0.0348
3 N 0.4493 0.7032 -0.9207
4 N 0.0828 -0.7075 -0.9227
5 N -1.0735 -0.8436 -0.5370
6 C -2.1054 -0.3407 -0.5309
7 I -3.8040 0.3893 0.0747
8 H 1.9384 -1.2222 1.4195
9 H 2.0407 0.6378 1.3670
10 H -0.0259 1.6637 -1.0366

Its total charge is +2. The LUMO energy is -10.204 eV. The value obtained for the energy relative to the best compared isomer or geometry (same formula, charge and spin) is 81.0 kcal/mol. Its gap between HOMO and LUMO is 9.085 eV.